Entry 1:
DFT (ωB97M-V/def2-TZVPD) results for 7 unconnected molecules or ions with the total composition C23H52F3N6O10P.

```
95
Properties=species:S:1:pos:R:3:forces:R:3:lowdin_charge:R:1
C -3.15109 2.04104 -1.54445 -0.5 -0.4 0.1 -0.092
C -3.29454 0.78446 -2.38472 0.9 -0.2 -0.1 -0.161
C -2.60081 0.86270 -3.74337 -0.1 1.2 0.6 -0.372
F -1.71108 1.90467 -3.73036 0.3 0.1 -0.1 0.033
O -1.79022 -0.27002 -4.01897 -0.5 -0.4 0.2 -0.080
P -2.35692 -1.38580 -4.98608 0.2 -0.7 -0.8 0.407
O -3.42687 -0.96859 -5.86361 -0.6 0.8 -0.4 -0.181
O -1.04086 -1.77199 -5.88970 -0.1 -0.1 0.1 -0.078
F -0.44396 -2.93294 -5.36446 0.5 -0.2 0.1 -0.062
O -2.63147 -2.71320 -4.20456 0.3 0.6 0.5 -0.140
C -3.61678 -2.64265 -3.15506 -0.5 -0.9 0.2 -0.172
C -5.03403 -2.65198 -3.67365 0.5 0.5 -0.6 -0.179
F -5.12839 -3.63762 -4.63356 -0.2 -0.4 0.0 -0.025
H -3.68052 1.88291 -0.61710 -0.3 0.1 0.3 0.064
H -3.56095 2.92217 -2.01503 0.1 0.3 -0.1 0.084
H -2.12230 2.18002 -1.26162 0.4 0.3 -0.1 0.072
H -4.32723 0.48337 -2.50788 -0.3 0.0 -0.1 0.117
H -2.77136 0.00295 -1.84345 -0.1 -0.3 0.2 0.103
H -3.29173 1.09246 -4.54367 -0.1 -0.4 -0.4 0.147
H -3.42710 -1.83402 -2.46680 0.1 0.3 0.1 0.089
H -3.49913 -3.54645 -2.58484 0.3 -0.3 0.1 0.110
H -5.29784 -1.72423 -4.16696 -0.1 0.3 0.0 0.111
H -5.71559 -2.86469 -2.85971 -0.2 0.0 0.2 0.127
C -2.37473 3.74159 1.81802 -0.2 -0.2 0.0 -0.342
O -3.25258 3.80203 0.96347 0.1 -0.1 0.1 -0.039
N -1.22619 4.41407 1.78600 0.2 0.0 0.1 -0.172
C -0.22495 4.28728 2.83522 0.0 0.2 -0.3 -0.042
C -0.95727 5.30380 0.66743 -0.2 -0.1 -0.1 -0.026
H -2.47092 3.09633 2.70615 0.0 0.0 0.0 0.138
H -0.05868 5.26416 3.29570 0.0 0.0 0.1 0.096
H 0.71802 3.91882 2.42163 -0.3 0.1 0.2 0.053
H -0.56625 3.59027 3.59702 0.0 0.0 0.0 0.088
H -1.71768 6.08136 0.61997 0.0 0.1 0.0 0.071
H -0.97151 4.74061 -0.26798 0.0 0.0 0.0 0.090
H 0.01787 5.76433 0.80071 0.0 0.0 0.1 0.088
C -1.63056 -3.97474 -0.42276 -0.1 -0.1 0.0 -0.345
O -2.48635 -3.10593 -0.44415 0.0 0.1 0.1 -0.005
N -0.32878 -3.76041 -0.65367 0.1 -0.1 0.0 -0.180
C 0.65455 -4.83075 -0.61822 -0.1 0.4 -0.1 -0.058
C 0.10713 -2.40662 -0.95305 -0.2 0.0 0.0 -0.025
H -1.86803 -5.03143 -0.21584 0.0 0.0 0.0 0.138
H 1.40505 -4.61540 0.14087 0.0 -0.1 0.0 0.063
H 1.14147 -4.91262 -1.59029 0.1 -0.1 0.0 0.091
H 0.17833 -5.77808 -0.38226 0.0 0.0 0.0 0.093
H -0.14105 -1.74144 -0.12511 0.0 0.0 0.0 0.096
H -0.39803 -2.03954 -1.84793 0.0 0.1 0.0 0.083
H 1.18160 -2.39823 -1.11604 0.0 0.0 0.0 0.084
C 3.59602 3.58541 2.62824 0.0 0.0 0.2 -0.338
O 2.51838 3.05894 2.84353 0.3 -0.1 0.0 -0.009
N 4.17737 3.66092 1.42112 0.1 0.1 -0.1 -0.195
C 5.46273 4.30218 1.22265 -0.2 -0.1 -0.1 -0.056
C 3.49026 3.07785 0.27905 -0.1 0.0 0.2 -0.033
H 4.19141 4.05502 3.42833 0.0 0.0 0.0 0.137
H 5.36309 5.13370 0.52268 0.1 0.0 0.0 0.090
H 6.18102 3.58549 0.82052 0.1 0.1 0.0 0.090
H 5.83955 4.68322 2.16880 0.0 0.0 0.0 0.083
H 2.51681 3.55034 0.14581 0.0 0.0 -0.1 0.087
H 3.33077 2.01217 0.44442 0.0 0.0 0.0 0.094
H 4.08724 3.22111 -0.61713 0.0 0.0 0.0 0.086
C -4.22068 6.64198 1.70400 0.1 -0.1 -0.2 -0.345
O -3.29778 7.37682 2.02344 0.0 0.0 0.0 -0.002
N -5.50791 6.87208 2.02081 -0.2 0.0 0.0 -0.195
C -6.56128 5.96135 1.62112 0.0 0.2 0.1 -0.054
C -5.84339 8.06218 2.78288 0.2 -0.1 -0.1 -0.045
H -4.06964 5.71182 1.12841 -0.1 0.2 0.1 0.104
H -7.28670 6.47859 0.98888 0.0 -0.1 0.0 0.087
H -7.07603 5.57116 2.50201 -0.1 -0.1 -0.1 0.088
H -6.13755 5.12834 1.06441 0.1 0.0 0.0 0.085
H -5.53230 8.95458 2.23881 0.0 0.0 0.1 0.090
H -5.32340 8.05212 3.74137 0.0 0.1 0.0 0.090
H -6.91643 8.09662 2.95296 0.0 0.0 0.0 0.083
C 3.85623 -5.53772 -0.77071 -0.1 0.1 0.0 -0.380
O 3.12600 -6.42701 -0.36905 0.1 -0.1 0.0 -0.005
N 5.06687 -5.72265 -1.31069 0.2 0.1 -0.1 -0.189
C 5.88660 -4.61433 -1.76504 0.0 -0.2 0.0 -0.049
C 5.57068 -7.08123 -1.44225 -0.2 0.0 0.1 -0.031
H 3.56795 -4.47209 -0.71452 0.0 0.0 0.0 0.130
H 6.09471 -4.71607 -2.83139 0.0 0.1 0.0 0.091
H 6.83104 -4.59921 -1.21896 0.0 0.1 0.0 0.092
H 5.36910 -3.67293 -1.59600 0.0 0.0 0.0 0.085
H 4.89645 -7.66993 -2.06401 0.0 0.0 0.0 0.095
H 5.62894 -7.55389 -0.46180 0.0 0.0 0.0 0.094
H 6.55793 -7.06069 -1.89466 0.0 0.1 0.0 0.087
C 4.93905 -4.10144 2.74919 0.1 0.0 -0.1 -0.361
O 5.75961 -3.27703 3.10160 0.0 0.1 0.0 0.010
N 3.77340 -4.34453 3.37238 -0.1 -0.1 0.0 -0.194
C 2.84239 -5.34497 2.88459 0.0 0.2 0.2 -0.050
C 3.44646 -3.57890 4.56362 0.2 0.0 -0.1 -0.039
H 5.08933 -4.73809 1.85770 0.0 0.0 0.0 0.126
H 1.88706 -4.87411 2.64139 0.0 -0.1 0.0 0.086
H 2.67789 -6.10911 3.64680 -0.1 0.0 -0.1 0.093
H 3.23864 -5.81610 1.98892 0.0 0.0 0.0 0.059
H 3.41772 -2.51471 4.32827 0.0 0.0 0.1 0.093
H 4.20657 -3.73604 5.32917 0.0 0.0 0.0 0.093
H 2.47813 -3.89328 4.94307 0.0 0.0 0.0 0.085
```
Positions in Å, forces in eV/Å.

SMILES string: CC[C@@H](F)O[P@@](=O)(OF)OCCF.CN(C)C=O.CN(C)C=O.CN(C)C=O.CN(C)C=O.CN(C)C=O.CN(C)C=O


Entry 2:
DFT (ωB97M-V/def2-TZVPD) results for a molecular structure, C23H52F8N6O13S2.

```
104
Properties=species:S:1:pos:R:3:forces:R:3:lowdin_charge:R:1
C 4.14022 3.31592 -1.14667 1.0 1.5 2.5 0.018
C 4.62307 3.24207 -2.52022 -0.9 -1.4 -0.9 -0.379
O 4.09012 3.65051 -3.49594 0.9 -0.1 0.1 0.194
N 5.85356 2.27476 -2.65320 -1.8 2.2 1.6 0.094
H 5.49318 1.36210 -2.39792 -0.2 -1.3 0.6 0.067
H 6.00895 2.22965 -3.61985 1.3 0.3 -1.8 0.158
C 6.91356 2.67960 -1.70265 0.7 0.6 -0.3 0.003
H 4.65366 2.62391 -0.48149 0.0 -0.3 -0.2 0.081
H 3.07725 3.16857 -0.97652 -0.1 0.3 -0.6 0.097
H 4.46371 4.32223 -0.71201 -0.7 -1.0 -0.6 0.146
H 7.87665 2.33915 -2.03519 0.3 -0.2 -0.2 0.108
H 6.75366 2.34618 -0.69043 -0.4 -0.7 0.0 0.098
H 6.93019 3.75578 -1.63016 0.1 0.4 -0.3 0.106
C -8.33931 3.68280 -1.76690 1.5 -1.4 0.1 0.038
C -7.79407 3.34855 -0.39889 0.1 -0.1 0.1 -0.527
O -7.06717 2.36714 -0.20309 0.6 -0.7 0.1 -0.009
N -8.08188 4.20688 0.57831 1.1 -0.3 1.6 0.054
H -2.52816 -0.08779 -0.37424 2.6 0.0 4.0 -0.006
H -8.35262 5.08588 0.21806 -0.7 1.0 0.3 0.119
C -7.60736 4.09538 2.02934 0.1 -0.2 -1.0 -0.007
H -8.71213 4.65584 -1.71136 -0.9 1.5 -0.4 0.057
H -9.10329 2.96266 -2.10432 0.5 0.3 0.2 0.115
H -7.43310 3.67011 -2.42257 -1.0 -0.1 0.1 0.102
H -7.76398 3.02063 2.34383 0.0 1.5 -0.1 0.109
H -8.11259 4.88121 2.60422 -0.6 -0.8 -0.1 0.086
H -6.55444 4.40238 2.21581 -0.3 -0.6 -0.8 0.076
C -4.05150 1.51560 1.55693 -1.1 -1.0 -0.4 0.028
C -3.93759 2.84945 0.89935 -0.7 -0.8 -2.1 -0.398
O -3.50896 3.85617 1.31343 0.2 0.8 0.3 0.184
N -4.42167 2.77186 -0.58881 -2.3 -0.2 0.6 0.058
H -4.17316 1.82181 -0.93652 0.5 0.8 -0.3 0.128
H -5.55687 2.57338 -0.45765 1.5 0.6 -0.1 0.138
C -4.22626 3.98106 -1.56183 -0.8 -0.9 2.1 0.038
H -4.43109 1.62423 2.55859 0.4 0.2 0.5 0.099
H -3.06189 1.08777 1.52347 0.5 -0.2 0.4 0.071
H -4.72941 0.74038 1.10738 0.5 1.1 -0.2 0.122
H -4.58331 3.64989 -2.50662 0.3 -0.5 -0.9 0.065
H -3.16477 4.22226 -1.50550 -0.4 0.4 -0.3 0.088
H -4.96271 4.78306 -1.29528 1.2 -0.5 0.4 0.110
C 6.49847 -2.00221 -0.73466 -1.3 1.0 -0.4 0.033
C 5.30955 -1.22363 -1.25848 -1.5 -0.2 -1.4 -0.418
O 5.48950 -0.05828 -1.69206 -0.6 -1.5 0.7 -0.026
N 4.07443 -1.86373 -1.32713 2.0 2.3 -0.4 0.049
H 4.07070 -2.79307 -1.05352 0.0 -1.9 0.6 0.104
H 0.93849 -3.78408 -3.09825 0.2 -0.8 -1.7 0.086
C 2.98690 -1.41648 -2.16419 1.1 3.7 -0.4 -0.062
H 7.29828 -1.73303 -1.39319 0.7 0.2 -0.1 0.087
H 6.36957 -3.06335 -0.80192 -0.2 -0.5 0.5 0.083
H 6.63727 -1.58462 0.24985 0.6 -0.4 0.5 0.095
H 2.02169 -1.75876 -1.91659 -0.6 -1.3 0.2 0.042
H 3.26057 -1.43942 -3.24276 -0.4 -0.5 0.6 0.110
H 2.84942 -0.31019 -1.94473 0.4 -0.9 -0.3 0.091
C 1.12935 -4.38027 5.29159 -2.3 0.6 -1.0 0.004
C 2.05837 -3.22857 5.03799 1.6 0.6 3.4 -0.505
O 1.71422 -2.19355 4.49103 -0.1 -0.6 -0.5 -0.013
N 3.26943 -3.31367 5.75080 -1.2 2.9 -2.5 0.033
H -0.36062 0.21328 3.91304 -2.2 0.8 2.2 0.092
H 3.43905 -4.18462 6.14472 0.9 -1.3 1.1 0.097
C 4.07189 -2.04690 5.87596 -2.1 -0.6 -0.6 -0.034
H 1.10782 -5.01834 6.19510 0.3 1.2 0.0 0.100
H 1.36222 -5.09068 4.54639 0.0 -1.0 -1.2 0.041
H 0.09708 -3.94056 5.00990 1.5 -1.1 0.8 0.114
H 4.05518 -1.70852 6.90084 0.7 -0.2 0.4 0.081
H 3.41584 -1.32421 5.36445 0.4 -0.2 0.1 0.055
H 5.00888 -2.01481 5.34146 0.4 -0.4 0.3 0.075
C -2.04587 0.17149 -2.19657 -0.6 0.0 1.8 -0.229
O -1.34564 1.34304 -1.78075 -1.6 -1.4 0.1 -0.052
O -2.97332 -0.15166 -1.14684 -1.6 0.6 -4.8 0.057
C -2.93569 0.33340 -3.42935 -2.5 -0.7 0.6 -0.555
F -2.25236 0.43265 -4.53038 0.8 -0.6 -1.0 0.212
F -3.92151 -0.65651 -3.50686 2.2 0.6 -0.1 0.124
F -3.67659 1.43258 -3.35386 -0.3 1.4 0.5 0.148
C -0.19679 1.80031 -2.42777 1.1 1.9 0.6 -0.265
C -0.43556 3.19921 -2.88318 -0.5 1.6 -2.0 -0.079
H -1.37968 3.30302 -3.45273 0.3 -0.1 0.3 0.089
H -0.35558 4.03804 -2.20433 -0.5 -0.3 1.1 0.075
H 0.33170 3.53551 -3.58148 0.2 -0.5 -0.4 0.081
H 0.17410 1.26016 -3.26897 -0.2 -1.1 -0.5 0.121
H 0.63392 1.93741 -1.72273 -0.1 -0.9 0.3 0.115
H -1.37859 -0.65905 -2.33081 0.6 -0.4 -0.3 0.169
C 0.34660 -4.57754 -1.39817 -1.3 0.3 -0.8 -0.347
O 1.35707 -5.38785 -0.97868 0.0 -0.4 0.1 -0.054
O 0.85310 -3.55111 -2.20067 -0.2 1.6 1.8 0.025
C -0.69080 -5.33200 -2.31201 -0.2 -3.0 0.9 -0.460
F -1.49063 -6.20822 -1.58028 1.3 1.1 -0.6 0.102
F -1.53829 -4.48090 -2.86652 0.4 0.1 -0.5 0.168
F -0.07226 -6.13871 -3.28130 -0.9 1.9 1.4 0.111
C 1.88182 -5.12909 0.33996 1.1 0.1 -1.0 -0.228
C 0.97098 -5.77361 1.35159 1.0 -1.0 1.4 -0.049
H -0.08884 -5.74246 1.07866 0.3 0.2 0.1 0.083
H 1.25133 -6.85850 1.53352 -0.4 1.2 -0.5 0.110
H 1.16256 -5.28510 2.32177 -0.5 -0.1 -0.2 0.059
H 2.12579 -4.05491 0.45582 -1.0 -0.1 0.2 0.101
H 2.93492 -5.51195 0.31936 -1.1 -0.4 0.1 0.135
H -0.28236 -4.07793 -0.59201 0.9 -0.7 -0.6 0.188
N 0.30311 -0.07465 3.29103 3.2 1.5 -1.5 -0.172
S 1.40832 1.08801 2.81974 0.5 1.9 3.6 0.619
O 1.12676 2.37304 3.42328 0.0 -2.5 -0.9 -0.211
O 1.64193 0.93035 1.45678 0.4 -0.2 -1.6 -0.224
F 2.64397 0.50603 3.61655 -0.8 0.5 -0.9 -0.120
S -0.07053 -1.17459 2.20944 -0.2 -3.8 -1.7 0.617
O 1.07077 -1.89359 1.68346 -2.0 1.5 1.1 -0.227
O -1.06175 -0.67458 1.29454 0.4 -0.5 0.9 -0.246
F -0.81817 -2.10641 3.29213 0.5 1.0 -1.6 -0.137
```
Positions in Å, forces in eV/Å.

Energy relative to the best compared isomer or geometry (same formula, charge and spin), kJ/mol: 0.00
Charge: +2


Number 1: LUMO energy 0.0049 Ha, F_max 1.30 eV/A. Number 2: LUMO energy -0.1602 Ha, F_max 5.10 eV/A.